[1]
DFT (ωB97M-V/def2-TZVPD) results for C2H3BrSi in the gas phase.

Summary:
- M (g/mol) = 135.0
- spin multiplicity = 1
- F_max (eV/A) = 7.19

Last column: Löwdin charge in e.
CARTESIAN COORDINATES (ANGSTROEM)
C (-0.11404, 0.62598, 0.02582)  -0.187
C (3.10177, -1.09242, 0.06478)  -0.741
Si (1.33068, -0.59916, -0.05627)  0.565
Br (4.43865, 0.20229, 0.00334)  0.574
H (-0.77055, 0.36389, 0.74847)  -0.105
H (0.19967, 1.69588, -0.16666)  -0.022
H (0.81158, -1.96366, 0.01430)  -0.083

[2]
DFT (ωB97M-V/def2-TZVPD) results for 2 unconnected molecules or ions with the total composition C3H8INO.

Summary:
- M (g/mol) = 201.0
- spin multiplicity = 1
- F_max (eV/A) = 6.16

Last column: Löwdin charge in e.
CARTESIAN COORDINATES (ANGSTROEM)
C (0.06866, -0.32642, -1.94257)  -0.021
C (0.12880, -0.81533, -0.61123)  -0.352
O (0.81098, -1.81385, -0.28180)  0.102
N (-0.47480, 0.05303, 0.55049)  -0.002
H (-0.07467, 1.10051, 0.38361)  -0.049
H (-1.46611, 0.29980, 0.27168)  0.199
C (-0.16915, -0.20161, 1.93855)  -0.061
H (-0.88151, -0.46804, -2.46293)  0.111
H (0.63162, -1.07638, -2.53019)  0.127
H (0.05701, 0.67384, -2.22513)  0.049
H (0.99903, -0.27033, 2.30945)  0.183
H (-0.66715, -0.97029, 2.38832)  0.059
H (-0.29188, 0.71915, 2.38209)  0.053
I (1.32916, 3.09591, -0.17033)  -0.398

[3]
DFT (ωB97M-V/def2-TZVPD) results for a molecular structure, C11H17N4.

Summary:
- M (g/mol) = 205.3
- spin multiplicity = 1
- F_max (eV/A) = 4.33
- net charge = +1

Last column: Löwdin charge in e.
CARTESIAN COORDINATES (ANGSTROEM)
C (0.22508, 2.62999, 0.46246)  -0.088
C (2.06309, 3.50923, -0.36816)  -0.091
C (-0.87711, -2.52936, 0.21598)  -0.201
C (-1.64996, -1.40915, 0.16070)  -0.263
C (0.18476, -0.12787, 0.28703)  -0.065
C (0.67855, -2.46549, 0.46453)  -0.063
C (1.20600, -1.06502, -0.06893)  -0.253
C (-1.43224, -3.89056, 0.37106)  -0.052
C (-3.07047, -1.27923, -0.32470)  -0.017
C (1.53516, -1.21945, -1.68659)  0.014
C (0.56442, 5.05050, 0.91191)  -0.009
N (0.91739, 1.66110, -0.05125)  0.060
N (-1.01849, -0.15079, 0.25255)  0.206
N (0.87232, 3.80660, 0.28687)  -0.105
N (2.13046, 2.24289, -0.57819)  0.120
H (-0.75111, 2.51917, 0.90450)  0.151
H (2.66118, 4.26115, -0.78073)  0.133
H (1.00837, -2.50504, 1.49936)  0.127
H (0.91761, -3.34315, -0.09005)  0.105
H (2.16613, -0.90046, 0.48523)  0.151
H (-0.90941, -4.71518, -0.25772)  0.124
H (-2.47028, -3.97909, 0.40448)  0.043
H (-1.05235, -4.34163, 1.37043)  0.127
H (-2.98714, -0.86195, -1.27348)  0.055
H (-3.55721, -0.57796, 0.40995)  0.100
H (-3.64206, -2.31868, -0.28939)  0.127
H (2.47277, -1.72779, -1.68998)  0.066
H (1.53241, -0.27422, -2.21486)  0.062
H (0.76341, -1.91160, -2.13842)  0.098
H (1.30934, 5.17690, 1.71817)  0.112
H (0.58189, 5.85207, 0.13925)  0.120
H (-0.37254, 4.88406, 1.46799)  0.106

[4]
DFT (ωB97M-V/def2-TZVPD) results for C17H25N3O3 in the gas phase.

Summary:
- M (g/mol) = 319.4
- spin multiplicity = 1
- SMILES string = CCOC(=O)N1CCC(NCCNC(=O)c2ccccc2)CC1
- F_max (eV/A) = 0.52

Last column: Löwdin charge in e.
CARTESIAN COORDINATES (ANGSTROEM)
C (3.38492, -0.53923, 4.58860)  -0.068
C (3.71153, 0.26984, 3.34643)  -0.231
O (2.78489, -0.08192, 2.32219)  -0.017
C (2.69983, 0.79439, 1.28880)  -0.537
O (3.36879, 1.80038, 1.21568)  0.086
N (1.76301, 0.43300, 0.38824)  -0.029
C (1.06332, -0.82975, 0.39306)  -0.132
C (1.57615, -1.71776, -0.74167)  -0.113
C (1.38407, -0.99491, -2.08404)  -0.355
N (-0.03132, -0.77161, -2.32046)  -0.035
C (-0.76263, -1.88374, -2.88376)  -0.203
C (-2.20769, -1.44201, -3.14258)  -0.163
N (-2.78734, -0.84961, -1.96147)  0.068
C (-2.68303, 0.48253, -1.72488)  -0.466
O (-2.34109, 1.27706, -2.58104)  0.058
C (-3.08030, 0.91813, -0.35374)  -0.136
C (-3.65741, 2.17674, -0.21163)  -0.016
C (-4.01793, 2.64619, 1.03716)  -0.072
C (-3.78734, 1.86967, 2.16097)  -0.083
C (-3.19241, 0.62579, 2.03091)  -0.078
C (-2.84251, 0.14796, 0.78055)  -0.045
C (2.11733, 0.34871, -2.02419)  -0.112
C (1.61708, 1.17976, -0.84176)  -0.124
H (4.09105, -0.29665, 5.37734)  0.075
H (3.44657, -1.60212, 4.37000)  0.074
H (2.37827, -0.31229, 4.92970)  0.076
H (4.72773, 0.05535, 2.99399)  0.128
H (3.63901, 1.34569, 3.53845)  0.123
H (0.00195, -0.62233, 0.22501)  0.106
H (1.19841, -1.31088, 1.36033)  0.123
H (1.03664, -2.66503, -0.73839)  0.105
H (2.63654, -1.92851, -0.59509)  0.122
H (1.83062, -1.61184, -2.88932)  0.140
H (-0.16880, 0.04895, -2.90173)  0.112
H (-0.32629, -2.26047, -3.82734)  0.120
H (-0.75254, -2.70761, -2.16132)  0.112
H (-2.22305, -0.67045, -3.91640)  0.121
H (-2.81579, -2.29080, -3.46430)  0.119
H (-2.97681, -1.46535, -1.18736)  0.128
H (-3.81475, 2.77296, -1.09769)  0.118
H (-4.47242, 3.62061, 1.13679)  0.104
H (-4.06153, 2.23663, 3.13898)  0.103
H (-2.99672, 0.02616, 2.90785)  0.103
H (-2.35789, -0.81577, 0.70330)  0.100
H (3.18770, 0.16746, -1.91062)  0.123
H (1.96171, 0.90490, -2.95017)  0.118
H (0.55829, 1.42049, -0.97870)  0.125
H (2.19218, 2.10133, -0.74466)  0.125

[5]
DFT (ωB97M-V/def2-TZVPD) results for C6H15NO in the gas phase.

Summary:
- M (g/mol) = 117.2
- spin multiplicity = 1
- SMILES string = CCN[C@@H](CC)CO
- F_max (eV/A) = 6.20

Last column: Löwdin charge in e.
CARTESIAN COORDINATES (ANGSTROEM)
C (-1.26013, -0.50446, -3.07506)  -0.063
C (-0.76803, 0.45079, -1.89724)  -0.198
N (-0.14882, -0.48471, -0.80613)  -0.066
C (0.06889, -0.06228, 0.58379)  -0.374
C (0.43967, -1.11658, 1.69640)  -0.217
C (0.36493, -0.43542, 3.01871)  -0.130
C (1.22486, 1.02535, 0.52542)  -0.306
O (0.96077, 2.19892, -0.10757)  -0.079
H (-1.72212, 0.00766, -3.85732)  0.048
H (-1.87578, -1.15454, -2.69221)  -0.006
H (-0.37523, -1.06127, -3.47125)  0.095
H (-0.21086, 1.27633, -2.26986)  0.063
H (-1.61233, 0.96450, -1.32195)  0.123
H (-0.78663, -1.40237, -0.71348)  0.148
H (-0.75917, 0.65501, 0.88377)  0.148
H (-0.35463, -1.90254, 1.35934)  0.128
H (1.42898, -1.59344, 1.53477)  0.113
H (-0.58791, -0.69732, 3.42971)  0.064
H (0.32540, 0.65202, 3.01862)  0.066
H (1.23362, -0.73201, 3.68570)  0.102
H (1.48638, 1.37509, 1.51345)  0.100
H (2.13365, 0.52167, 0.06844)  0.137
H (0.79449, 2.01961, -1.10605)  0.106

[6]
DFT (ωB97M-V/def2-TZVPD) results for 2 unconnected molecules or ions with the total composition HI2PS2.

Summary:
- M (g/mol) = 349.9
- spin multiplicity = 1
- F_max (eV/A) = 2.72

Last column: Löwdin charge in e.
CARTESIAN COORDINATES (ANGSTROEM)
P (-0.88542, 1.44345, -0.88753)  -0.003
S (-2.65258, 0.58872, -0.22630)  0.148
S (0.22995, 0.47753, 0.53796)  -0.351
I (2.98219, -2.94363, 0.15036)  -0.004
I (2.41386, 1.04715, -0.06301)  0.321
H (-2.08800, -0.61322, 0.48852)  -0.111

no.,energy (Eh)
1,-2941.26603
2,-546.71715
3,-648.01219
4,-1052.83341
5,-367.50512
6,-1733.67288